1.
DFT (the ωB97M-V functional and the def2-TZVPD basis) results for a structure of composition C4Cl4NP.

Values from the calculation:
highest occupied orbital energy (alpha / beta): -8.7807 / -8.7809 eV
LUMO level (alpha / beta): -1.396 / -1.396 eV
E_tot: -2389.22999 a.u.
frontier orbital gap (alpha / beta): 7.4 / 7.4 eV

Geometry (Å):
C1 0.8440 0.0073 -0.3824
C2 0.3276 -0.4126 0.8433
C3 0.0468 0.5976 -1.3722
C4 -0.9652 -0.4934 1.2931
N1 -1.2724 0.7304 -1.3206
P1 -2.3708 0.3126 -0.3439
Cl1 2.5638 0.0051 -0.7352
Cl2 1.5020 -0.8144 2.0567
Cl3 0.7630 1.0396 -2.8508
Cl4 -1.4390 -0.9722 2.8121

Atoms 1-2, force components in eV/Å:
-0.1 1.6 -2.3
-0.4 -0.7 2.5

These are the Löwdin partial charges, in e, on atoms 1 to 4: -0.680 -0.797 -0.886 -0.839

---

2.
DFT (the ωB97M-V functional and the def2-TZVPD basis) results for a structure of composition C4ClF3NO2.

Values from the calculation:
highest occupied orbital energy: -4.7856 eV
LUMO level: 3.609 eV
E_tot: -1117.52491 a.u.
charge: -1
frontier orbital gap: 8.4 eV

Geometry (Å):
C1 0.2607 -0.3105 1.4933
C2 1.7054 0.3727 -0.7926
C3 0.0526 -0.3725 0.1156
C4 -1.2842 0.2211 -0.1960
N1 0.6783 -0.2991 2.5616
O1 2.5999 -0.3330 -0.7699
O2 1.2146 1.4251 -1.1817
F1 -1.5170 1.4242 0.3432
F2 -2.3609 -0.6041 0.1956
F3 -1.3730 0.5404 -1.5264
Cl1 0.0234 -2.0643 -0.2428

Atoms 1-2, force components in eV/Å:
1.1 0.5 1.0
-5.1 5.1 -1.2

These are the Löwdin partial charges, in e, on atoms 1 to 4: -0.364 -0.610 -0.672 -0.615

---

3.
DFT (the ωB97M-V functional and the def2-TZVPD basis) results for an isolated molecule of C4F3N.

Values from the calculation:
highest occupied orbital energy: -11.6900 eV
LUMO level: -0.389 eV
E_tot: -506.69530 a.u.
frontier orbital gap: 11.3 eV

Geometry (Å):
N1 -1.4269 1.7150 -3.0597
F1 0.8311 -2.0017 0.9802
F2 1.6817 -0.0279 1.6235
F3 -0.3300 -0.6204 2.2890
C1 -0.9822 1.1675 -2.1150
C2 -0.3908 0.5184 -0.9928
C3 0.0535 -0.0432 0.0143
C4 0.5636 -0.7076 1.2606

Atoms 1-2, force components in eV/Å:
1.2 -1.6 2.7
0.0 1.0 0.8

These are the Löwdin partial charges, in e, on atoms 1 to 4: 0.166 0.147 0.135 0.135

---

4.
DFT (the ωB97M-V functional and the def2-TZVPD basis) results for the ion C4F5O2 with charge -1.

Values from the calculation:
highest occupied orbital energy: -3.0463 eV
LUMO level: 3.757 eV
E_tot: -802.17605 a.u.
charge: -1
frontier orbital gap: 6.8 eV

Geometry (Å):
C1 -0.1644 -0.5050 -1.7028
C2 0.1164 0.5113 -0.7663
C3 0.1205 -0.6012 1.8238
C4 -0.3188 0.4639 0.7351
O1 1.0335 -0.5185 -1.3520
O2 -0.8833 -1.0868 -2.3930
F1 0.3634 1.8080 -1.2661
F2 1.5269 -0.5314 1.9434
F3 -0.1121 -1.8602 1.2320
F4 -1.6970 0.5798 0.6040
F5 0.0150 1.7401 1.1420

Atoms 1-2, force components in eV/Å:
-2.2 1.1 0.3
0.1 1.8 0.5

These are the Löwdin partial charges, in e, on atoms 1 to 4: -0.556 -0.147 -0.289 -0.397

---

5.
DFT (the ωB97M-V functional and the def2-TZVPD basis) results for a cluster of 2 separate species, C4F7N in total.

Values from the calculation:
highest occupied orbital energy: -9.8410 eV
LUMO level: -0.109 eV
E_tot: -906.12151 a.u.
frontier orbital gap: 9.7 eV

Geometry (Å):
C1 2.1524 -1.8137 1.0926
C2 -0.6166 0.5663 -0.8411
C3 -0.5944 1.7284 0.2452
C4 -1.1665 -0.6632 -0.7142
N1 1.3352 -1.1561 0.6538
F1 3.1981 -2.5497 1.1030
F2 -1.7261 2.4309 0.2894
F3 -0.3127 1.2855 1.4984
F4 0.3824 2.5635 -0.1330
F5 -1.9963 -1.1383 0.1483
F6 0.0851 0.4794 -1.9859
F7 -0.7407 -1.7331 -1.3565

Atoms 1-2, force components in eV/Å:
2.2 -1.3 -1.1
-1.7 -2.3 1.1

These are the Löwdin partial charges, in e, on atoms 1 to 4: -0.262 -0.098 -0.532 -0.365

---

6.
DFT (the ωB97M-V functional and the def2-TZVPD basis) results for a cluster of 2 separate species, C4H10 in total.

Values from the calculation:
<S²>: 0.754
highest occupied orbital energy (alpha / beta): -13.7414 / -13.7414 eV
LUMO level (alpha / beta): -6.856 / -10.009 eV
E_tot: -157.96017 a.u.
charge: +1
frontier orbital gap (alpha / beta): 6.9 / 3.7 eV
2S+1: 2

Geometry (Å):
C1 -2.1549 -1.0044 0.3304
C2 -3.5683 -1.2405 -0.3179
H1 -2.0262 -1.6437 1.1951
H2 -2.2214 -0.0278 0.8194
H3 -1.4159 -1.0900 -0.3794
H4 -3.6140 -0.8873 -1.3585
H5 -3.9240 -2.2768 -0.2551
H6 -4.4473 -0.6853 0.2017
C3 3.6516 0.7673 -0.3157
C4 2.8698 1.7401 0.2596
H7 4.1405 0.1545 0.3721
H8 3.8189 0.6032 -1.3607
H9 2.9273 2.2312 1.2492
H10 1.9725 2.0468 -0.2223

Atoms 1-2, force components in eV/Å:
-3.8 0.6 1.8
-1.3 0.7 0.8

These are the Löwdin partial charges, in e, on atoms 1 to 4: -0.159 -0.165 0.056 0.055

---

7.
DFT (the ωB97M-V functional and the def2-TZVPD basis) results for a structure of composition C4H10AsF6N2O2Tl.

Values from the calculation:
highest occupied orbital energy: -17.3877 eV
LUMO level: -15.222 eV
E_tot: -3425.08932 a.u.
charge: +2
frontier orbital gap: 2.2 eV

Geometry (Å):
Tl1 1.4416 -0.4908 -0.5425
As1 -1.0907 -4.0274 -1.8023
F1 -1.8339 -4.1427 -0.3006
F2 0.2341 -4.9672 -1.3844
F3 -0.4076 -3.6963 -3.3102
F4 -2.3839 -2.9670 -2.2703
F5 -0.2427 -2.6247 -1.2147
F6 -1.9152 -5.3536 -2.4084
O1 -1.4612 -0.3884 0.1648
C1 -2.6960 -0.3018 0.3601
N1 -3.5414 -1.0802 -0.3541
C2 -3.2473 0.7567 1.2988
H1 -4.5432 -0.8745 -0.3644
H2 -3.1983 -1.8136 -1.0435
H3 -2.6983 1.6901 1.2125
H4 -3.2300 0.2822 2.2913
H5 -4.2886 1.0168 1.0824
O2 2.8295 2.0158 0.1683
C3 3.6201 2.8831 0.5787
N2 4.6915 3.2872 -0.1700
C4 3.4374 3.4848 1.9239
H6 4.8150 2.7595 -1.0361
H7 5.5525 3.5617 0.2946
H8 4.3925 3.5277 2.4524
H9 2.7185 2.9576 2.5451
H10 3.0454 4.5054 1.8287

Atoms 1-2, force components in eV/Å:
0.1 -0.4 -0.3
-0.2 -1.4 -1.1

These are the Löwdin partial charges, in e, on atoms 1 to 4: 1.209 0.588 -0.167 -0.139

---

8.
DFT (the ωB97M-V functional and the def2-TZVPD basis) results for an isolated molecule of C4H10BN.

Values from the calculation:
highest occupied orbital energy: -10.0213 eV
LUMO level: 0.855 eV
E_tot: -237.98345 a.u.
frontier orbital gap: 10.9 eV

Geometry (Å):
B1 -0.0068 0.8341 -1.5287
C1 0.0148 -1.1176 2.1839
C2 0.1498 -1.8336 1.0991
C3 -0.3324 -1.3458 -0.2908
C4 0.2131 2.3926 -1.0992
N1 0.0374 0.0578 -0.4303
H1 0.2525 -1.6855 3.1800
H2 -0.3861 -0.1443 2.1440
H3 -0.1417 0.1508 -2.5256
H4 0.4525 -2.8146 1.0903
H5 0.2349 -1.8905 -0.9992
H6 -1.4346 -1.4775 -0.3712
H7 0.0903 3.1494 -1.8445
H8 1.2297 2.5973 -0.6601
H9 -0.4856 2.5466 -0.3123
H10 0.1122 0.5809 0.3648

Atoms 1-2, force components in eV/Å:
0.7 1.0 -1.3
0.9 -2.5 2.6

These are the Löwdin partial charges, in e, on atoms 1 to 4: -0.318 -0.007 -0.156 -0.171

---

9.
DFT (the ωB97M-V functional and the def2-TZVPD basis) results for a cluster of 2 separate species, C4H10BNO7P in total.

Values from the calculation:
highest occupied orbital energy: -5.0841 eV
LUMO level: 2.671 eV
E_tot: -1106.18183 a.u.
charge: -1
frontier orbital gap: 7.8 eV

Geometry (Å):
O1 -0.9694 4.7840 -2.9662
N1 -0.8423 3.6814 -2.5491
O2 -0.3170 3.6525 -1.3371
B1 -0.1686 2.2451 -0.7971
P1 0.9800 2.4046 0.7668
O3 0.5087 3.3507 1.7727
O4 1.3442 0.9616 1.3873
O5 2.4413 2.8904 0.2429
H1 -1.2279 1.7584 -0.4590
H2 0.3689 1.4810 -1.5918
H3 0.5713 0.6111 1.8593
H4 2.5953 2.3785 -0.5673
O6 -0.9652 -0.9558 2.3889
C1 -0.7528 -1.5928 1.3990
O7 -0.6633 -1.0284 0.1844
C2 -0.5040 -2.0262 -0.8305
C3 0.0532 -3.2461 -0.1030
C4 -0.5817 -3.0993 1.2816
H5 -1.4811 -2.2196 -1.2790
H6 0.1633 -1.6424 -1.5967
H7 -0.1735 -4.1857 -0.6038
H8 1.1368 -3.1618 -0.0193
H9 -1.5664 -3.5652 1.3369
H10 0.0500 -3.4759 2.0800

Atoms 1-2, force components in eV/Å:
-0.1 0.9 -0.4
0.1 -0.8 0.3

These are the Löwdin partial charges, in e, on atoms 1 to 4: -0.040 -0.146 -0.125 -0.558

---

10.
DFT (the ωB97M-V functional and the def2-TZVPD basis) results for a structure of composition C4H10BaO4.

Values from the calculation:
highest occupied orbital energy: -17.9659 eV
LUMO level: -8.259 eV
E_tot: -484.32359 a.u.
charge: +2
frontier orbital gap: 9.7 eV

Geometry (Å):
Ba1 -1.6303 -2.3044 -0.7743
C1 0.7869 -0.5472 -2.9751
O1 -0.5973 -0.4725 -2.5349
H1 1.4156 -0.8216 -2.1324
H2 0.9162 -1.3027 -3.7543
H3 1.0955 0.4146 -3.3764
H4 -1.0978 -0.0895 -3.2679
C2 2.0049 -0.6084 1.2929
O2 1.0990 0.2009 2.0384
C3 -0.1238 0.3185 1.6240
O3 -0.5945 -0.2696 0.6424
O4 -0.7896 1.1327 2.3814
C4 -2.0890 1.5830 1.9348
H5 2.0298 -0.3140 0.2438
H6 1.7629 -1.6689 1.3875
H7 2.9870 -0.4386 1.7201
H8 -2.8379 0.8267 2.1471
H9 -2.0414 1.8824 0.8898
H10 -2.2961 2.4784 2.5129

Atoms 1-2, force components in eV/Å:
0.6 1.3 0.2
0.2 -0.1 -0.4

These are the Löwdin partial charges, in e, on atoms 1 to 4: 2.023 -0.082 -0.326 0.074

---

11.
DFT (the ωB97M-V functional and the def2-TZVPD basis) results for a cluster of 2 separate species, C4H10Br2N in total.

Values from the calculation:
highest occupied orbital energy (alpha / beta): -11.9770 / -12.1553 eV
LUMO level (alpha / beta): -4.186 / -3.970 eV
E_tot: -5360.79891 a.u.
charge: +1
frontier orbital gap (alpha / beta): 7.8 / 8.2 eV

Geometry (Å):
C1 0.0398 -2.4654 -0.7926
C2 -0.5413 1.2876 0.9416
C3 0.7864 -1.1995 -0.8045
C4 -1.0593 0.3467 -0.1006
N1 0.7128 2.0539 0.4902
Br1 2.0614 -0.9177 0.5585
Br2 -2.4090 -0.7527 0.5797
H1 0.5706 -3.3354 -0.3879
H2 -1.0097 -2.3442 -0.3849
H3 0.0628 -2.6552 -1.9270
H4 -0.3287 0.7985 1.9491
H5 -1.2294 1.9658 1.4311
H6 0.7536 -0.4438 -1.6129
H7 -1.1643 0.9175 -0.9838
H8 0.3868 2.4545 -0.4597
H9 1.5542 1.5160 0.2765
H10 0.8134 2.7733 1.2270

Atoms 1-2, force components in eV/Å:
0.2 -0.3 -2.7
1.0 -1.9 2.7

These are the Löwdin partial charges, in e, on atoms 1 to 4: -0.214 -0.335 -0.591 -0.649

---

12.
DFT (the ωB97M-V functional and the def2-TZVPD basis) results for an isolated molecule of C4H10BrOPS2.

Values from the calculation:
highest occupied orbital energy: -9.1372 eV
LUMO level: -0.115 eV
E_tot: -3945.38437 a.u.
frontier orbital gap: 9.0 eV

Geometry (Å):
C1 -0.2279 -0.8793 -1.2169
C2 -0.0370 -1.5271 1.2203
C3 -0.8926 0.8628 0.6859
C4 0.1224 -0.2775 0.1838
O1 3.4510 2.5019 -0.4825
P1 1.8598 0.4033 0.2403
S1 2.3065 1.2444 1.9307
S2 2.1228 1.9340 -1.2859
Br1 3.1866 -1.2622 -0.4539
H1 -1.1824 -1.1942 -1.1879
H2 -0.0775 -0.0396 -1.8610
H3 0.3636 -1.6721 -1.4406
H4 -1.1017 -1.7052 1.2831
H5 0.4287 -1.1405 2.1401
H6 0.5718 -2.2646 0.8033
H7 -1.6965 0.0986 0.7994
H8 -0.5268 1.0656 1.7452
H9 -0.8466 1.7470 -0.0149
H10 3.1637 3.1682 0.1560

Atoms 1-2, force components in eV/Å:
1.8 4.2 2.1
1.0 4.1 -0.4

These are the Löwdin partial charges, in e, on atoms 1 to 4: -0.084 -0.070 -0.083 -0.738

---

13.
DFT (the ωB97M-V functional and the def2-TZVPD basis) results for a cluster of 2 separate species, C4H10BrPS in total.

Values from the calculation:
highest occupied orbital energy: -8.7551 eV
LUMO level: -0.260 eV
E_tot: -3471.84153 a.u.
frontier orbital gap: 8.5 eV

Geometry (Å):
C1 -1.3484 1.3645 0.2624
C2 -0.6291 0.0932 -0.1760
C3 0.6680 -0.1595 0.5731
C4 1.5311 -1.1968 -0.0356
P1 3.2332 -1.1735 0.4605
S1 0.8785 -2.8629 -0.1895
Br1 3.8800 0.9086 -0.0320
H1 -2.2504 1.6066 -0.2600
H2 -1.7085 1.4406 1.3138
H3 -0.6082 2.2426 0.0201
H4 -0.3532 0.2945 -1.2273
H5 -1.4279 -0.7642 -0.1601
H6 0.6725 -0.5824 1.6376
H7 1.2422 0.7580 0.8195
H8 1.4685 -0.3966 -1.6417
H9 3.7576 -1.7821 -0.7386
H10 -0.3216 -2.5059 -0.8711

Atoms 1-2, force components in eV/Å:
1.5 2.1 0.6
-2.0 -0.5 0.3

These are the Löwdin partial charges, in e, on atoms 1 to 4: -0.137 -0.312 -0.432 -1.116

---

14.
DFT (the ωB97M-V functional and the def2-TZVPD basis) results for an isolated molecule of C4H10Cl3N2OP.

Values from the calculation:
highest occupied orbital energy: -9.4472 eV
LUMO level: 0.534 eV
E_tot: -2065.09790 a.u.
frontier orbital gap: 10.0 eV

Geometry (Å):
C1 0.3090 -2.8731 -0.2668
C2 0.9671 1.3047 1.2938
C3 1.1117 2.0086 -1.0465
C4 -2.1036 0.1549 0.1595
N1 0.1351 -1.5441 0.3942
N2 0.4785 1.1554 -0.0531
O1 -0.3725 -0.4318 -1.9492
P1 -0.3299 -0.2289 -0.5293
Cl1 -2.2347 0.5394 1.9091
Cl2 -3.1278 -1.1714 -0.2027
Cl3 -2.5875 1.5689 -0.7855
H1 -0.1702 -3.7795 0.2777
H2 -0.0469 -2.8216 -1.3176
H3 1.4114 -3.1501 -0.2469
H4 0.1820 0.9502 1.9374
H5 2.0188 0.9344 1.5182
H6 1.0120 2.2998 1.6035
H7 0.5122 2.0584 -1.7919
H8 1.2125 3.0902 -0.7026
H9 2.1149 1.6097 -1.4531
H10 -0.4920 -1.6743 1.2520

Atoms 1-2, force components in eV/Å:
1.1 -1.3 0.1
0.8 -1.4 0.5

These are the Löwdin partial charges, in e, on atoms 1 to 4: -0.154 -0.148 -0.102 -1.693